Entry from the Open Molecules 2025 dataset: C27H21Br2Cl2IrN8OS as an isolated structure in a non-equilibrium geometry (the ωB97M-V functional and the def2-TZVPD basis).

Computed properties:
Total energy (a.u.): -8124.72396
<S²>: 0.78
2S+1: 2
Frontier orbital gap (spin up / spin down) (eV): 7.1 / 5.1
Total charge: +3
F_max (eV/Å): 1.08

Cartesian coordinates (Å):
N1 -0.84 2.45 1.83
H1 -0.77 -5.30 -3.38
N2 0.07 -3.08 -0.08
C1 5.07 -0.11 3.37
N3 -0.27 3.02 0.75
C2 -3.38 4.68 -0.25
C3 0.88 2.43 0.46
C4 4.06 -0.25 4.29
H2 0.42 -4.72 -1.31
H3 -5.85 2.98 -1.83
H4 1.55 2.74 -0.33
C5 -4.01 1.08 -2.25
H5 -1.72 1.90 -1.21
S1 4.72 0.06 1.67
H6 -1.04 -4.79 -0.32
C6 -2.88 -2.11 -3.06
N4 -4.76 -0.51 -3.48
H7 -0.98 4.98 0.78
H8 -0.40 -1.05 2.25
C7 -2.31 3.79 -0.42
N5 -5.04 0.70 -3.03
C8 -3.81 2.31 -1.59
N6 -0.76 -2.55 0.86
C9 2.24 0.02 -2.55
C10 6.39 -0.09 3.84
C11 -4.65 4.39 -0.75
H9 -3.69 -2.61 -4.99
C12 6.62 -0.21 5.21
H10 3.41 -0.48 6.33
C13 0.00 1.51 2.16
H11 5.75 -0.44 7.15
C14 1.24 -2.47 -0.05
C15 -1.28 -3.64 -2.10
C16 -2.22 -4.03 -4.32
Br1 3.52 0.21 -1.08
C17 -3.00 -2.90 -4.21
H12 2.09 -2.74 -0.66
N7 1.10 1.46 1.35
Ir1 2.63 -0.01 1.31
C18 -2.53 2.61 -1.07
H13 -2.00 -1.89 -1.10
O1 -3.08 0.11 -2.18
C19 -0.92 4.15 0.08
Br2 0.41 0.02 -2.03
H14 -0.14 0.90 3.03
H15 -0.27 4.45 -0.74
N8 1.23 -1.55 0.91
C20 -3.58 -0.88 -2.95
C21 -1.36 -4.39 -3.28
C22 4.24 -0.37 5.64
C23 -4.87 3.22 -1.44
H16 2.43 0.86 -3.21
H17 -2.27 -4.64 -5.21
Cl1 2.42 -0.29 3.63
C24 -0.43 -4.14 -0.95
H18 -5.46 5.10 -0.59
Cl2 7.70 0.08 2.76
H19 2.47 -0.92 -3.03
C25 5.56 -0.35 6.09
C26 -2.03 -2.49 -2.00
H20 7.64 -0.20 5.57
H21 -3.22 5.62 0.27
C27 -0.04 -1.63 1.43

Entry from the Open Molecules 2025 dataset: C27H21Br4N4O2PS3V as an isolated structure in a non-equilibrium geometry (the ωB97M-V functional and the def2-TZVPD basis).

Computed properties:
Total energy (a.u.): -14186.79754
Energy above the lowest of the compared OMol25 structures with the same formula, charge and spin (kcal per mole): 11.5
Frontier orbital gap (spin up / spin down) (eV): 6.4 / 6.3
Total charge: +1
F_max (eV/Å): 3.52

Cartesian coordinates (Å):
C1 2.15 -1.95 3.53
H1 4.23 -3.73 0.80
C2 5.15 -1.80 0.96
H2 -3.52 -3.95 -2.82
H3 -3.28 -3.39 1.35
H4 0.19 -2.12 -1.10
C3 -3.18 -3.35 -1.98
C4 -2.41 4.61 -0.03
H5 -3.16 -1.42 -2.98
H6 -3.29 -4.90 -0.46
H7 -4.81 -4.03 -0.72
H8 -0.23 -0.68 -2.06
C5 3.17 -1.25 4.22
V1 -0.79 0.11 1.45
H9 3.54 1.16 0.63
C6 1.28 1.83 -2.05
H10 1.22 4.74 0.49
C7 -3.72 -3.92 -0.67
H11 2.00 -2.83 0.30
S1 -0.22 -1.97 2.09
C8 0.55 -1.16 -1.47
C9 -1.72 1.92 -0.30
P1 1.00 -0.12 -0.05
C10 2.83 -2.15 0.46
C11 -3.27 -1.71 0.26
C12 3.70 0.09 0.65
C13 1.24 3.92 -0.22
S2 -3.05 -0.72 1.65
C14 -2.50 3.97 -1.28
H12 1.44 -1.33 -2.07
N1 -3.41 -1.16 -0.94
N2 2.52 -4.43 3.06
C15 -1.67 2.54 0.98
Br1 -2.26 1.71 -3.05
H13 5.78 0.24 1.08
N3 -3.37 -3.02 0.42
C16 1.24 1.56 -0.68
Br2 -1.85 4.74 2.78
C17 1.22 2.62 0.23
C18 -2.01 3.90 1.10
C19 1.31 3.14 -2.49
H14 -4.74 -1.91 -2.35
C20 2.35 -3.33 3.31
C21 4.95 -0.43 0.91
H15 -2.09 -3.36 -1.95
Br3 -3.04 4.93 -2.80
O1 -1.31 1.72 1.90
C22 2.63 -0.77 0.41
N4 4.02 -0.69 4.74
O2 -1.37 0.67 -0.28
H16 1.28 5.21 -1.93
C23 1.28 4.19 -1.58
C24 -2.16 2.63 -1.41
H17 1.30 1.03 -2.77
H18 1.21 2.41 1.30
H19 6.13 -2.20 1.16
S3 0.77 0.41 3.10
H20 -3.33 -0.16 -1.02
C25 1.08 -1.29 3.01
H21 1.36 3.35 -3.55
C26 4.09 -2.66 0.75
C27 -3.67 -1.92 -2.15
Br4 -2.82 6.44 0.10

Entry from the Open Molecules 2025 dataset: C27H21N6O5V as an isolated structure in a non-equilibrium geometry (the ωB97M-V functional and the def2-TZVPD basis).

Computed properties:
Total energy (a.u.): -2690.35716
<S²>: 0.79
2S+1: 2
Energy above the lowest of the compared OMol25 structures with the same formula, charge and spin (kcal per mole): 15.4
Frontier orbital gap (spin up / spin down) (eV): 5.1 / 5.4
Total charge: -1
F_max (eV/Å): 3.17

Cartesian coordinates (Å):
C1 -3.00 0.25 1.80
H1 -6.61 -1.90 0.43
C2 -0.37 -1.85 -2.63
N1 -0.77 0.19 0.79
H2 1.33 4.21 1.34
H3 -5.98 -3.05 1.61
C3 -6.05 -1.98 1.36
H4 -0.13 2.27 4.83
H5 0.96 4.44 -0.75
H6 -2.97 -3.51 -1.64
H7 5.22 -0.18 -2.35
O1 0.80 -2.54 0.31
H8 -4.95 0.20 2.66
C4 1.34 -3.29 -0.58
N2 -0.64 -1.27 -1.46
C5 4.32 -2.13 -2.70
H9 0.58 5.51 3.62
C6 -3.79 -1.87 0.28
H10 -0.83 0.35 3.47
C7 -4.68 -1.37 1.22
H11 -2.74 1.13 2.36
N3 0.70 1.24 -1.13
C8 -2.03 -0.30 0.93
C9 0.37 2.33 1.01
C10 -4.27 -0.27 1.96
C11 1.08 1.60 -2.35
C12 0.00 2.30 3.76
H12 2.14 4.73 3.87
H13 5.90 -1.89 -3.73
C13 1.23 2.99 -2.41
N4 0.62 2.36 -0.39
O2 4.15 1.66 -0.47
N5 2.27 -1.20 -1.15
O3 1.19 -4.50 -0.73
C14 4.37 -0.84 -2.18
C15 -1.29 -2.85 -2.92
H14 1.54 3.58 -3.26
H15 3.37 -4.07 -2.51
C16 -2.14 -2.85 -1.84
C17 0.79 3.39 1.79
H16 -4.14 -2.66 -0.36
H17 -6.63 -1.49 2.14
H18 0.82 4.48 5.03
C18 2.32 -2.52 -1.45
C19 3.34 -0.42 -1.36
H19 1.23 0.87 -3.12
N6 -1.75 -1.87 -0.99
C20 -2.51 -1.36 0.11
O4 2.50 0.52 0.59
C21 0.95 3.44 -1.14
C22 3.35 0.73 -0.35
H20 -1.32 -3.51 -3.77
V1 0.76 -0.52 -0.25
C23 3.33 -3.02 -2.26
C24 -0.29 1.22 1.59
H21 0.50 -1.55 -3.20
C25 0.60 3.41 3.17
C26 -0.42 1.23 2.99
O5 5.27 -2.60 -3.57
C27 1.06 4.60 3.97

Entry from the Open Molecules 2025 dataset: a 2-piece molecular cluster, C27H21NO3 overall in a non-equilibrium geometry (the ωB97M-V functional and the def2-TZVPD basis).

Computed properties:
Total energy (a.u.): -1321.76932
Energy above the lowest of the compared OMol25 structures with the same formula, charge and spin (kcal per mole): 0.0
Frontier orbital gap (eV): 5.1
Total charge: 0
F_max (eV/Å): 2.17

Cartesian coordinates (Å):
O1 -1.15 0.52 -1.10
C1 2.43 -3.52 1.50
H1 4.36 2.15 2.49
C2 1.99 2.53 0.08
H2 3.19 -5.42 2.18
C3 4.08 -2.03 0.50
H3 1.53 3.29 -0.56
C4 -1.40 2.92 -1.20
C5 3.58 1.90 1.78
H4 -1.80 5.01 -1.50
C6 5.05 -3.02 0.62
H5 -2.62 0.41 -3.20
C7 -3.02 2.52 -3.46
C8 -2.03 -1.21 0.76
C9 -1.63 1.56 -1.67
H6 -2.89 0.75 0.89
C10 -3.10 -0.32 0.90
C11 -2.46 1.42 -2.85
H7 -5.21 -0.07 1.14
C12 1.74 -1.21 0.73
H8 -0.47 0.32 0.94
C13 -3.57 -3.07 0.96
C14 2.97 2.90 1.00
C15 -0.68 -0.68 0.54
O2 -4.26 4.72 -4.49
C16 2.75 -2.26 0.93
H9 3.63 -0.19 2.30
H10 -0.76 3.06 -0.33
C17 2.16 0.19 0.77
N1 -3.48 4.94 -3.53
O3 -3.28 6.07 -3.03
H11 -3.67 2.38 -4.31
C18 3.19 0.58 1.66
H12 4.34 -1.06 0.10
C19 -4.40 -0.79 1.03
C20 4.74 -4.24 1.23
C21 3.43 -4.48 1.69
H13 3.27 3.93 1.12
H14 6.05 -2.81 0.24
H15 -5.65 -2.54 1.20
H16 -1.44 -3.31 0.74
H17 -3.72 -4.15 1.04
H18 0.25 -2.62 0.19
C22 -2.27 -2.60 0.81
H19 5.50 -5.00 1.35
C23 1.58 1.21 -0.03
C24 0.41 -1.56 0.45
C25 -1.96 3.99 -1.84
H20 1.41 -3.70 1.85
C26 -4.64 -2.17 1.03
C27 -2.80 3.82 -2.96
H21 0.75 0.96 -0.69

Entry from the Open Molecules 2025 dataset: C27H22BeN3Si as an isolated structure (the ωB97M-V functional and the def2-TZVPD basis).

Computed properties:
Total energy (a.u.): -1510.50035
Frontier orbital gap (eV): 6.4
Total charge: +1
F_max (eV/Å): 0.67

Cartesian coordinates (Å):
C1 -0.96 -0.01 4.65
C2 -1.60 -2.20 -1.21
C3 0.76 3.06 1.69
N1 0.70 -0.56 2.48
H1 -1.05 3.34 -2.64
C4 0.26 0.71 2.73
H2 -0.91 2.02 3.95
C5 -3.25 -3.90 -1.69
H3 -0.76 -2.12 5.06
C6 1.47 3.66 0.65
H4 -0.26 -1.75 -2.84
Si1 -0.92 -0.94 0.02
H5 -4.10 -4.50 -1.37
H6 4.91 -2.62 -1.86
C7 -2.68 -2.99 -0.82
H7 -1.62 0.19 5.48
C8 -2.57 1.38 0.31
C9 3.33 -1.83 -0.67
C10 2.95 0.46 -0.77
C11 -1.48 2.79 -1.80
C12 2.21 2.92 -0.26
C13 -2.75 -4.04 -2.98
H8 2.81 3.41 -1.02
H9 1.48 4.74 0.58
Be1 1.23 -0.61 0.79
H10 -2.90 4.33 -1.32
C14 4.37 -1.73 -1.57
C15 -1.10 -2.35 -2.50
C16 0.76 1.67 1.74
H11 -3.19 -4.75 -3.66
N2 1.39 1.00 0.79
H12 -3.01 0.83 1.14
C17 -0.99 1.53 -1.48
C18 -2.51 3.35 -1.07
H13 0.26 3.66 2.43
C19 -1.68 -3.26 -3.38
C20 -0.57 1.01 3.80
N3 2.63 -0.77 -0.25
H14 3.02 -2.78 -0.26
H15 5.50 -0.39 -2.81
C21 3.96 0.62 -1.70
C22 2.18 1.54 -0.14
H16 -0.18 1.11 -2.07
H17 -1.28 -3.37 -4.39
H18 0.70 -2.52 3.10
C23 0.33 -1.53 3.32
H19 -3.87 3.07 0.57
C24 -0.49 -1.30 4.41
C25 -1.54 0.80 -0.42
H20 -1.70 -1.25 1.26
H21 -3.09 -2.89 0.18
C26 4.69 -0.49 -2.10
H22 4.18 1.60 -2.08
C27 -3.06 2.64 0.00

Entry from the Open Molecules 2025 dataset: C27H22CaN8O10S5 as an isolated structure in a non-equilibrium geometry (the ωB97M-V functional and the def2-TZVPD basis).

Computed properties:
Total energy (a.u.): -4901.09362
Energy above the lowest of the compared OMol25 structures with the same formula, charge and spin (kcal per mole): 5.3
Frontier orbital gap (eV): 5.6
Total charge: -2
F_max (eV/Å): 1.15

Cartesian coordinates (Å):
C1 3.12 2.08 -3.45
N1 2.31 3.46 0.41
C2 -0.94 -3.53 -5.01
H1 4.21 0.60 -2.33
C3 -6.50 -0.64 -0.23
C4 -0.14 -1.67 -3.76
N2 1.02 -2.21 -0.05
C5 2.25 -0.25 -0.52
H2 4.36 4.09 1.99
C6 -0.04 -2.73 0.52
S1 -1.41 -1.78 0.95
O1 2.29 0.50 0.59
C7 -3.89 -0.68 -0.59
N3 0.99 1.36 -1.84
O2 -0.30 0.00 -5.50
N4 0.81 -2.77 -3.53
O3 0.32 2.18 1.76
H3 -0.76 -3.23 -6.05
H4 2.55 2.74 5.64
H5 -1.66 -4.35 -5.03
O4 3.32 3.93 -0.12
C8 0.39 -0.75 -4.86
H6 1.72 3.44 -4.37
Ca1 -0.43 0.91 0.09
C9 4.42 -1.18 0.33
H7 0.83 -2.98 -2.53
O5 5.63 4.47 4.04
C10 3.55 3.61 2.51
H8 3.96 2.36 -4.07
H9 1.14 -4.18 -5.07
H10 0.26 -4.80 -3.68
O6 4.73 3.75 5.86
C11 2.45 3.19 1.81
C12 1.89 2.69 -3.62
S2 -5.84 0.99 -0.03
C13 0.38 -3.93 -4.33
H11 6.61 -3.46 -0.89
H12 -2.08 -1.66 -4.75
C14 3.65 -2.05 -1.75
C15 1.44 2.40 3.86
H13 1.99 -1.58 -4.47
H14 -0.20 -1.10 -2.83
C16 4.77 -2.86 -1.84
N5 4.73 3.90 4.64
S3 -3.08 1.97 -0.25
H15 -0.31 -4.42 1.61
C17 1.31 2.54 2.42
C18 3.26 1.10 -2.48
O7 0.19 2.16 5.78
S4 -2.32 -1.30 -1.01
H16 4.24 -0.51 1.17
C19 5.55 -1.99 0.26
O8 1.71 -0.86 -5.08
H17 4.90 -3.52 -2.69
C20 -1.44 -2.34 -4.19
H18 -0.13 2.75 -2.86
H19 6.29 -1.96 1.05
C21 2.52 2.85 4.57
O9 -0.24 0.85 4.12
H20 0.81 -4.52 0.42
C22 2.17 0.74 -1.69
O10 -7.67 -0.91 -0.12
N6 0.94 -1.01 -0.53
H21 -1.97 -2.68 -3.31
C23 5.73 -2.83 -0.83
C24 3.59 3.44 3.89
N7 -0.11 -4.16 0.66
S5 -5.24 -1.81 -0.57
C25 0.86 2.30 -2.78
C26 -4.14 0.62 -0.33
C27 3.46 -1.20 -0.67
N8 0.38 1.76 4.63
H22 2.91 -2.08 -2.53

Entry from the Open Molecules 2025 dataset: C27H22Cl2HfN4O2 as an isolated structure (the ωB97M-V functional and the def2-TZVPD basis).

Computed properties:
Total energy (a.u.): -2379.64295
Frontier orbital gap (eV): 5.8
Total charge: +2
F_max (eV/Å): 0.69

Cartesian coordinates (Å):
C1 1.42 3.33 2.89
C2 1.72 -1.36 -1.57
C3 1.46 1.22 4.03
Cl1 0.48 -6.42 2.53
H1 -2.57 -3.98 -0.36
C4 0.73 -0.86 2.83
H2 -5.35 2.62 -1.16
H3 3.32 -0.42 -0.49
H4 0.57 2.27 -2.38
H5 3.70 1.95 -0.31
C5 2.43 -0.25 -1.08
C6 -1.03 -2.73 0.49
C7 -0.10 -5.01 1.74
H6 -1.26 3.10 0.00
C8 -4.18 0.83 -0.92
C9 0.88 1.26 -2.14
C10 -1.10 0.40 -3.46
C11 2.95 2.22 -1.05
H7 1.61 0.60 4.90
C12 0.09 -2.67 1.32
H8 1.40 -3.77 2.63
H9 -0.84 0.27 -4.51
H10 2.39 3.08 -0.69
N1 -1.90 1.15 -0.26
H11 0.75 3.21 0.86
H12 1.57 4.40 2.86
Cl2 -2.05 -6.55 0.64
N2 0.78 1.34 1.74
C13 -2.70 -1.16 -0.52
N3 -1.46 -1.45 0.00
C14 -1.70 -3.93 0.27
C15 1.02 0.63 2.87
H13 -3.44 4.11 -0.55
H14 -1.88 -0.34 -3.22
H15 1.69 -3.47 -1.94
N4 0.67 -1.37 1.53
C16 -2.94 0.34 -0.58
H16 3.29 -2.79 -1.58
C17 0.55 -3.81 1.96
H17 -1.51 1.40 -3.33
H18 2.02 3.08 4.94
H19 -4.97 0.13 -1.16
C18 -3.32 3.04 -0.58
C19 0.54 -1.12 -2.30
C20 -4.38 2.20 -0.91
Hf1 0.05 -0.04 0.06
C21 -2.10 2.48 -0.26
O1 -3.55 -1.92 -0.90
H20 3.47 2.55 -1.96
C22 -1.22 -5.07 0.90
H21 -0.04 -1.96 -2.64
C23 0.12 0.19 -2.62
C24 0.97 2.67 1.77
O2 0.54 -1.45 3.85
C25 2.23 -2.75 -1.33
C26 2.07 1.07 -1.41
C27 1.67 2.59 4.04
H22 2.13 -3.04 -0.28

Entry from the Open Molecules 2025 dataset: C27H22Cl2N6O8S3V as an isolated structure in a non-equilibrium geometry (the ωB97M-V functional and the def2-TZVPD basis).

Computed properties:
Total energy (a.u.): -5031.75740
<S²>: 3.79
2S+1: 4
Energy above the lowest of the compared OMol25 structures with the same formula, charge and spin (kcal per mole): 36.6
Frontier orbital gap (spin up / spin down) (eV): 3.8 / 6.4
Total charge: -2
F_max (eV/Å): 2.75

Cartesian coordinates (Å):
O1 0.68 0.39 1.38
C1 -3.82 -0.80 -2.93
Cl1 2.78 5.48 -1.03
H1 -5.07 -2.53 -3.21
C2 -3.30 1.19 4.56
H2 4.88 -3.09 1.52
H3 3.73 -4.87 0.24
H4 -3.69 1.38 5.55
C3 -0.39 2.31 -1.51
O2 -2.32 1.66 -3.50
C4 1.55 4.27 -1.21
C5 -0.98 2.66 2.00
N1 -1.32 1.31 -1.43
N2 3.13 -0.04 -2.68
N3 -0.90 2.27 0.72
C6 1.69 -1.99 1.82
C7 3.15 -4.07 0.69
C8 -3.72 0.08 3.81
C9 -1.89 1.75 2.70
O3 -0.35 -0.92 3.20
S1 -0.71 -2.91 0.88
H5 1.23 -4.74 -0.04
H6 4.53 1.06 -0.30
C10 -0.11 2.85 -0.22
H7 -1.96 2.89 4.48
H8 3.21 -1.96 -3.54
Cl2 2.17 4.27 -3.84
H9 4.07 0.27 -2.45
C11 -4.17 -2.43 -1.24
H10 1.97 -0.87 -4.15
C12 1.06 -2.99 1.12
S2 0.84 -0.98 -1.78
C13 3.00 -0.92 -3.81
C14 0.85 3.85 -0.08
H11 -4.42 -0.63 4.21
C15 -2.36 2.02 3.98
C16 2.22 -0.06 -1.67
O4 1.87 0.01 3.42
H12 1.07 4.27 0.89
H13 -3.49 -1.01 2.01
H14 3.54 -1.25 2.54
O5 -0.94 -1.47 0.72
C17 3.07 -2.04 1.97
O6 -0.48 3.66 2.53
N4 2.48 0.68 -0.58
H15 1.79 0.63 0.19
O7 -0.99 -3.67 -0.32
C18 -2.99 -0.12 -2.04
C19 1.27 3.74 -2.46
H16 -3.17 -2.07 0.58
C20 1.78 -4.02 0.55
C21 -3.19 -0.13 2.56
N5 -2.81 -0.51 -0.74
C22 -4.43 -1.97 -2.54
H17 -3.94 -0.39 -3.93
H18 3.66 2.26 -1.30
C23 3.58 1.59 -0.43
H19 3.41 2.20 0.45
N6 -2.30 0.68 1.97
C24 3.80 -3.07 1.41
S3 0.86 -0.53 2.52
C25 -2.19 1.03 -2.43
H20 3.68 -0.59 -4.59
V1 -1.31 0.36 0.31
H21 -4.56 -3.37 -0.90
H22 0.06 2.38 -3.61
C26 0.29 2.77 -2.63
C27 -3.38 -1.68 -0.40
O8 -1.34 -3.49 2.05